No. 1
Computed, not measured: one molecule with the formula C21H24N2O3S, with ωB97M-V with the def2-TZVPD basis set.

Element x y z (Å)
1 H -3.515 -2.691 1.335
2 C 3.976 -0.787 0.267
3 H -1.594 2.296 -3.599
4 C -5.163 -1.484 0.634
5 H -3.543 1.297 0.069
6 H 3.712 2.608 0.593
7 C -2.654 1.541 -0.490
8 H -5.756 -1.623 1.533
9 C 2.109 1.545 -0.337
10 O -2.961 -1.479 -0.245
11 C -1.559 2.102 -2.538
12 O 4.159 -1.357 1.325
13 C -1.622 -1.707 -0.248
14 C 2.577 -2.563 -0.664
15 C 0.486 -2.327 0.724
16 C 1.109 -2.259 -0.511
17 C 0.221 1.464 2.414
18 C 4.436 0.647 0.027
19 H 5.355 0.817 0.588
20 C -0.275 1.938 -0.503
21 H 0.830 -1.764 -2.578
22 N 3.343 -1.337 -0.787
23 H -5.335 -0.485 0.244
24 H 3.094 1.260 1.572
25 H 0.752 0.519 2.293
26 H 4.610 0.832 -1.032
27 H 2.749 -3.172 -1.557
28 C -0.356 2.197 -1.867
29 C -0.986 -1.580 -1.485
30 H 1.064 -2.606 1.595
31 S -1.514 1.227 1.915
32 H -1.318 -2.134 1.842
33 H 0.541 2.467 -2.399
34 C -2.715 1.779 -1.846
35 C 3.341 1.580 0.559
36 C 0.828 2.550 1.540
37 H 1.792 2.873 1.930
38 H 2.957 -3.089 0.215
39 C -3.688 -1.675 0.952
40 C 0.358 -1.854 -1.611
41 C -0.866 -2.060 0.864
42 H 3.060 -0.714 -1.533
43 N 0.961 2.064 0.183
44 H 0.203 1.747 3.465
45 H -3.366 -0.951 1.713
46 H 0.162 3.421 1.525
47 H -1.576 -1.274 -2.334
48 H -3.662 1.715 -2.360
49 C -1.441 1.600 0.188
50 H -5.477 -2.204 -0.117
51 O 2.158 1.091 -1.464

The SMILES is CCOc1ccc(CNC(=O)CCC(=O)N2CCSc3ccccc32)cc1. Its net charge is 0. As for the energy relative to the best compared isomer or geometry (same formula, charge and spin): 0.0 kJ/mol. For the HOMO-LUMO gap, the calculation gives 8.60 eV. The multiplicity is 1. As for the HOMO energy: -0.296 Eh. The calculation puts the maximum force at 0.67 eV/Å.

***

No. 2
Computed, not measured: one molecule with the formula C21H24N2O4, with ωB97M-V with the def2-TZVPD basis set.

Element x y z (Å)
1 C 0.306 1.024 0.626
2 C -0.095 -2.461 0.449
3 H -4.147 0.323 0.294
4 C 5.971 -0.295 -0.599
5 O 3.706 1.061 -1.477
6 H -1.680 -3.075 1.735
7 H -0.453 -0.507 -2.269
8 C -4.816 -2.284 -0.373
9 H -4.829 -1.627 -1.238
10 H -3.135 3.822 1.841
11 H -5.158 -0.343 1.580
12 C -1.915 3.440 -1.285
13 C 1.718 -1.489 -0.997
14 C -2.712 3.914 -0.257
15 C 6.811 0.163 0.580
16 H -3.492 4.632 -0.465
17 C -2.037 -1.115 -0.977
18 C -1.515 2.539 1.295
19 H -1.347 2.162 2.293
20 H 6.471 -1.153 -1.063
21 H -5.819 -2.316 0.047
22 O 0.230 0.386 1.661
23 O 7.981 0.417 0.519
24 N 4.610 -0.606 -0.251
25 C -0.914 2.519 -1.028
26 C -4.166 -0.368 1.134
27 N 1.304 0.826 -0.267
28 H 5.938 0.518 -1.333
29 C 2.217 -0.279 -0.154
30 H -2.077 3.786 -2.296
31 H -2.781 -0.571 -1.541
32 H -3.883 -2.451 1.546
33 H -4.548 -3.285 -0.705
34 C -2.511 3.460 1.037
35 C -3.820 -1.788 0.677
36 C 3.579 0.155 -0.680
37 C -1.416 -2.512 0.852
38 H 4.461 -1.262 0.500
39 H -3.441 -0.025 1.868
40 C -0.719 -1.071 -1.386
41 H 1.441 1.427 -1.065
42 H 6.656 0.556 2.440
43 H 2.328 -2.363 -0.764
44 C 0.273 -1.722 -0.665
45 H -0.321 2.149 -1.851
46 H 2.255 -0.564 0.902
47 C -2.402 -1.818 0.164
48 O 6.102 0.237 1.709
49 H 0.660 -2.980 1.022
50 C -0.701 2.064 0.270
51 H 1.833 -1.249 -2.056

The SMILES is CC(C)c1ccc(C[C@H](NC(=O)c2ccccc2)C(=O)NCC(=O)O)cc1. Its net charge is 0. As for the energy relative to the best compared isomer or geometry (same formula, charge and spin): 40.2 kJ/mol. For the HOMO-LUMO gap, the calculation gives 9.16 eV. The multiplicity is 1. As for the HOMO energy: -0.321 Eh. The calculation puts the maximum force at 0.69 eV/Å.

***

No. 3
Computed, not measured: C21H24N2O6OsSe as an isolated structure, with ωB97M-V with the def2-TZVPD basis set.

Element x y z (Å)
1 O -0.807 1.267 -1.498
2 H 4.259 -2.024 2.725
3 H -2.017 -1.687 -2.495
4 H 3.943 0.199 2.793
5 C -1.951 -2.864 0.453
6 C -0.642 -1.741 3.800
7 H -2.896 -4.496 2.369
8 C -1.285 -2.611 4.644
9 H 0.404 -2.919 -2.155
10 C 3.836 -3.274 1.050
11 C 2.682 -2.228 -0.788
12 C 2.418 -2.168 -2.271
13 H 4.962 0.794 0.600
14 H -3.510 -3.981 -2.140
15 C -2.145 -2.303 -1.629
16 O -2.791 2.990 -0.838
17 C 2.018 1.041 2.410
18 C 4.046 1.272 0.941
19 H -2.574 -4.320 4.771
20 H 0.506 -1.151 -2.290
21 C -2.259 -3.712 2.750
22 Se -2.426 1.483 -1.003
23 O -2.211 0.696 0.471
24 H 1.474 0.377 3.076
25 H 3.419 1.478 0.077
26 H -0.005 -0.962 4.186
27 H 2.260 1.957 2.943
28 O -3.379 0.671 -1.945
29 H 1.365 1.303 1.572
30 H 3.084 -0.946 -3.931
31 C 2.403 -1.102 0.036
32 N -2.766 -3.775 -0.145
33 C 3.355 -3.307 -0.248
34 H 4.306 2.213 1.420
35 Os -0.330 0.105 0.017
36 C 3.297 0.366 1.924
37 H -1.174 -2.511 5.714
38 C -1.657 -2.815 1.865
39 H 2.793 -0.046 -2.436
40 C 3.185 -0.974 -2.850
41 C -0.788 -1.808 2.393
42 C -2.086 -3.619 4.116
43 N -1.549 -1.988 -0.456
44 O 1.579 -0.170 -0.378
45 H 3.527 -4.178 -0.865
46 H 0.808 -2.164 -3.702
47 H 2.830 -3.085 -2.711
48 O -0.094 -0.986 1.670
49 H -3.224 -4.555 0.296
50 C 0.936 -2.095 -2.624
51 C 3.103 -0.980 1.269
52 C -2.902 -3.425 -1.456
53 C 3.765 -2.090 1.765
54 H 4.243 -1.046 -2.603
55 H 4.357 -4.125 1.462

Its net charge is 0. As for the energy relative to the best compared isomer or geometry (same formula, charge and spin): 91.4 kJ/mol. For the HOMO-LUMO gap (alpha / beta), the calculation gives 8.38 / 6.00 eV. The multiplicity is 5. As for the HOMO energy (alpha / beta): -0.307 / -0.307 Eh. As for the expectation value of S²: 6.018. The calculation puts the maximum force at 3.33 eV/Å.